1.
66
Properties=species:S:1:pos:R:3:lowdin_charge:R:1 method="wB97M-V/def2-TZVPD" homo_energy_ev=-10.681 charge=+1
C -1.29 8.98 1.59 -0.068
C -0.99 8.05 2.75 -0.245
O -0.52 6.77 2.30 -0.143
C -1.54 5.86 2.00 -0.243
C -0.80 4.64 1.49 -0.084
N -1.62 3.44 1.14 0.022
C -2.58 3.56 0.17 -0.317
N -3.80 4.05 0.35 0.046
N -4.43 4.35 1.56 0.090
N -2.23 3.07 -1.03 0.143
C -0.86 2.51 -0.88 -0.094
C -0.76 2.31 0.62 -0.289
C -1.28 0.95 1.10 -0.014
H -1.63 9.95 1.96 0.084
H -2.09 8.58 0.95 0.068
H -0.40 9.14 0.98 0.083
H -0.18 8.45 3.36 0.125
H -1.86 7.91 3.39 0.120
H -2.23 6.26 1.24 0.119
H -2.11 5.61 2.91 0.129
H -0.20 4.92 0.62 0.141
H -0.12 4.32 2.27 0.140
H -4.40 4.13 -0.46 0.169
H -4.02 5.18 1.98 0.071
H -4.35 3.56 2.19 0.109
H -2.91 2.45 -1.45 0.163
H -0.75 1.59 -1.44 0.123
H -0.15 3.25 -1.25 0.127
H 0.25 2.48 0.99 0.145
H -1.36 0.25 0.27 0.068
H -0.60 0.51 1.82 0.092
H -2.26 1.03 1.57 0.083
C 2.95 -2.28 -2.03 -0.057
C 1.61 -2.41 -1.31 -0.439
C 0.70 -1.19 -1.45 -0.196
O 1.08 -0.05 -0.68 -0.229
C 2.11 0.74 -1.25 -0.098
N 1.85 -2.78 0.08 0.056
H 3.64 -1.66 -1.48 0.068
H 3.40 -3.27 -2.13 0.069
H 2.83 -1.86 -3.03 0.082
H 1.06 -3.24 -1.76 0.116
H -0.30 -1.46 -1.09 0.115
H 0.61 -0.90 -2.51 0.123
H 2.02 0.78 -2.34 0.098
H 3.10 0.38 -0.99 0.082
H 2.00 1.75 -0.85 0.077
H 0.97 -3.03 0.53 0.069
H 2.22 -1.99 0.59 0.071
C 2.62 -6.42 -0.97 -0.058
C 1.28 -6.39 -0.26 -0.435
C 0.76 -7.76 0.19 -0.208
O 0.28 -8.57 -0.87 -0.187
C 1.25 -9.35 -1.54 -0.104
N 0.31 -5.68 -1.10 0.041
H 2.52 -6.78 -2.00 0.070
H 3.04 -5.42 -1.00 0.056
H 3.33 -7.07 -0.46 0.083
H 1.40 -5.80 0.65 0.128
H -0.09 -7.61 0.85 0.122
H 1.54 -8.30 0.75 0.122
H 2.01 -9.71 -0.85 0.091
H 1.74 -8.79 -2.34 0.074
H 0.73 -10.20 -1.97 0.089
H -0.55 -5.53 -0.58 0.074
H 0.04 -6.28 -1.87 0.076

2.
90
Properties=species:S:1:pos:R:3:lowdin_charge:R:1 method="wB97M-V/def2-TZVPD" homo_energy_ev=-9.129 de_lowest_kcal_mol=41.0 smiles="O=C1c2ccccc2C(=O)N1CCF.COC[C@@H](C)N.COC[C@@H](C)N.COC[C@@H](C)N.COC[C@@H](C)N"
O 1.47 -2.58 2.37 0.159
C 1.45 -2.23 1.24 -0.365
C 2.67 -1.92 0.30 -0.063
C 4.01 -2.47 0.22 0.004
C 4.88 -1.87 -0.82 -0.042
C 4.40 -0.78 -1.69 -0.045
C 3.03 -0.25 -1.61 0.004
C 2.18 -0.84 -0.59 -0.063
C 0.69 -0.60 -0.19 -0.332
O -0.02 0.36 -0.27 0.149
N 0.33 -1.90 0.36 -0.018
C 0.19 -3.02 -0.61 -0.109
C -1.31 -3.44 -0.87 -0.130
F -1.62 -3.13 -2.22 -0.101
H 4.31 -3.29 0.89 0.109
H 5.92 -2.26 -0.94 0.103
H 5.11 -0.36 -2.42 0.099
H 2.63 0.55 -2.27 0.108
H 0.76 -3.89 -0.18 0.137
H 0.64 -2.82 -1.62 0.139
H -1.44 -4.54 -0.71 0.117
H -1.94 -2.81 -0.19 0.083
C -6.13 0.78 0.48 -0.105
O -4.78 1.14 0.73 -0.194
C -4.28 0.71 1.99 -0.202
C -3.85 -0.76 2.04 -0.417
C -5.02 -1.74 2.11 -0.072
N -2.99 -1.12 0.90 0.046
H -6.74 0.80 1.39 0.093
H -6.17 -0.20 0.01 0.076
H -6.54 1.50 -0.23 0.074
H -3.39 1.33 2.17 0.123
H -4.99 0.95 2.79 0.119
H -3.26 -0.90 2.96 0.138
H -5.50 -1.89 1.14 0.064
H -4.67 -2.73 2.44 0.076
H -5.77 -1.41 2.82 0.077
H -2.16 -0.53 0.92 0.059
H -3.48 -0.82 0.06 0.084
C -7.87 6.17 -1.75 -0.108
O -8.20 5.65 -0.48 -0.189
C -7.32 4.63 -0.01 -0.211
C -6.01 5.15 0.59 -0.428
C -5.00 5.63 -0.45 -0.071
N -6.24 6.23 1.56 0.038
H -7.45 5.42 -2.41 0.091
H -7.18 7.01 -1.64 0.074
H -8.79 6.56 -2.20 0.087
H -7.87 4.11 0.78 0.121
H -7.14 3.89 -0.80 0.110
H -5.54 4.31 1.13 0.130
H -5.24 6.62 -0.84 0.063
H -4.00 5.70 0.00 0.076
H -4.94 4.93 -1.29 0.079
H -6.83 5.87 2.31 0.071
H -6.83 6.92 1.10 0.069
C 1.17 5.55 -1.43 -0.105
O 2.50 5.73 -1.87 -0.191
C 3.49 5.49 -0.87 -0.207
C 3.81 4.00 -0.65 -0.425
C 2.74 3.25 0.14 -0.070
N 4.05 3.30 -1.92 0.041
H 1.03 5.84 -0.39 0.091
H 0.86 4.51 -1.58 0.075
H 0.52 6.17 -2.05 0.088
H 4.40 5.98 -1.24 0.121
H 3.22 5.99 0.07 0.119
H 4.74 3.96 -0.06 0.135
H 1.87 3.00 -0.46 0.060
H 3.15 2.31 0.52 0.073
H 2.40 3.84 1.00 0.080
H 4.84 3.74 -2.39 0.073
H 3.26 3.50 -2.53 0.071
C 4.74 -6.17 -0.56 -0.113
O 6.08 -5.76 -0.31 -0.203
C 6.59 -6.16 0.95 -0.209
C 7.08 -7.61 1.02 -0.431
C 5.95 -8.64 1.09 -0.074
N 7.95 -7.94 -0.12 0.037
H 4.13 -6.17 0.34 0.090
H 4.74 -7.16 -1.03 0.075
H 4.31 -5.48 -1.28 0.084
H 7.45 -5.50 1.14 0.121
H 5.86 -5.94 1.75 0.118
H 7.66 -7.72 1.94 0.135
H 5.48 -8.81 0.12 0.064
H 6.34 -9.60 1.42 0.077
H 5.18 -8.33 1.79 0.078
H 8.76 -7.33 -0.10 0.072
H 7.46 -7.67 -0.97 0.069

3.
15
Properties=species:S:1:pos:R:3:lowdin_charge:R:1 method="wB97M-V/def2-TZVPD" homo_energy_ev="-9.129 / -8.197" de_lowest_kcal_mol=109.7
C -4.09 -0.31 0.67 -0.242
C 0.02 0.02 -1.14 -0.257
C -1.79 -1.16 -0.04 -0.074
C 1.21 -0.26 -0.71 -0.375
C -3.02 -1.08 0.33 -0.001
C -1.18 0.21 -0.46 -0.221
N -5.13 0.22 0.75 0.162
N 3.34 -0.68 0.56 -0.410
S 1.81 -0.46 0.98 0.823
H -0.06 -0.04 -2.25 0.139
H -1.22 -2.07 -0.33 0.132
H 2.05 -0.54 -1.32 0.053
H -1.13 0.87 0.46 0.153
H -1.94 0.63 -1.09 0.114
H 3.94 -0.84 1.43 0.005

Repeat the second record exactly.
90
Properties=species:S:1:pos:R:3:lowdin_charge:R:1 method="wB97M-V/def2-TZVPD" homo_energy_ev=-9.129 de_lowest_kcal_mol=41.0 smiles="O=C1c2ccccc2C(=O)N1CCF.COC[C@@H](C)N.COC[C@@H](C)N.COC[C@@H](C)N.COC[C@@H](C)N"
O 1.47 -2.58 2.37 0.159
C 1.45 -2.23 1.24 -0.365
C 2.67 -1.92 0.30 -0.063
C 4.01 -2.47 0.22 0.004
C 4.88 -1.87 -0.82 -0.042
C 4.40 -0.78 -1.69 -0.045
C 3.03 -0.25 -1.61 0.004
C 2.18 -0.84 -0.59 -0.063
C 0.69 -0.60 -0.19 -0.332
O -0.02 0.36 -0.27 0.149
N 0.33 -1.90 0.36 -0.018
C 0.19 -3.02 -0.61 -0.109
C -1.31 -3.44 -0.87 -0.130
F -1.62 -3.13 -2.22 -0.101
H 4.31 -3.29 0.89 0.109
H 5.92 -2.26 -0.94 0.103
H 5.11 -0.36 -2.42 0.099
H 2.63 0.55 -2.27 0.108
H 0.76 -3.89 -0.18 0.137
H 0.64 -2.82 -1.62 0.139
H -1.44 -4.54 -0.71 0.117
H -1.94 -2.81 -0.19 0.083
C -6.13 0.78 0.48 -0.105
O -4.78 1.14 0.73 -0.194
C -4.28 0.71 1.99 -0.202
C -3.85 -0.76 2.04 -0.417
C -5.02 -1.74 2.11 -0.072
N -2.99 -1.12 0.90 0.046
H -6.74 0.80 1.39 0.093
H -6.17 -0.20 0.01 0.076
H -6.54 1.50 -0.23 0.074
H -3.39 1.33 2.17 0.123
H -4.99 0.95 2.79 0.119
H -3.26 -0.90 2.96 0.138
H -5.50 -1.89 1.14 0.064
H -4.67 -2.73 2.44 0.076
H -5.77 -1.41 2.82 0.077
H -2.16 -0.53 0.92 0.059
H -3.48 -0.82 0.06 0.084
C -7.87 6.17 -1.75 -0.108
O -8.20 5.65 -0.48 -0.189
C -7.32 4.63 -0.01 -0.211
C -6.01 5.15 0.59 -0.428
C -5.00 5.63 -0.45 -0.071
N -6.24 6.23 1.56 0.038
H -7.45 5.42 -2.41 0.091
H -7.18 7.01 -1.64 0.074
H -8.79 6.56 -2.20 0.087
H -7.87 4.11 0.78 0.121
H -7.14 3.89 -0.80 0.110
H -5.54 4.31 1.13 0.130
H -5.24 6.62 -0.84 0.063
H -4.00 5.70 0.00 0.076
H -4.94 4.93 -1.29 0.079
H -6.83 5.87 2.31 0.071
H -6.83 6.92 1.10 0.069
C 1.17 5.55 -1.43 -0.105
O 2.50 5.73 -1.87 -0.191
C 3.49 5.49 -0.87 -0.207
C 3.81 4.00 -0.65 -0.425
C 2.74 3.25 0.14 -0.070
N 4.05 3.30 -1.92 0.041
H 1.03 5.84 -0.39 0.091
H 0.86 4.51 -1.58 0.075
H 0.52 6.17 -2.05 0.088
H 4.40 5.98 -1.24 0.121
H 3.22 5.99 0.07 0.119
H 4.74 3.96 -0.06 0.135
H 1.87 3.00 -0.46 0.060
H 3.15 2.31 0.52 0.073
H 2.40 3.84 1.00 0.080
H 4.84 3.74 -2.39 0.073
H 3.26 3.50 -2.53 0.071
C 4.74 -6.17 -0.56 -0.113
O 6.08 -5.76 -0.31 -0.203
C 6.59 -6.16 0.95 -0.209
C 7.08 -7.61 1.02 -0.431
C 5.95 -8.64 1.09 -0.074
N 7.95 -7.94 -0.12 0.037
H 4.13 -6.17 0.34 0.090
H 4.74 -7.16 -1.03 0.075
H 4.31 -5.48 -1.28 0.084
H 7.45 -5.50 1.14 0.121
H 5.86 -5.94 1.75 0.118
H 7.66 -7.72 1.94 0.135
H 5.48 -8.81 0.12 0.064
H 6.34 -9.60 1.42 0.077
H 5.18 -8.33 1.79 0.078
H 8.76 -7.33 -0.10 0.072
H 7.46 -7.67 -0.97 0.069